[1]
C21H20IN6O3Yb | ωB97M-V with the def2-TZVPD basis set

Each line ends with the Mulliken charge.
Cartesian coordinates (Å):
Yb: -8.603 -11.387 -9.675  1.31
N: -9.706 -9.896 -13.917  -0.10
C: -10.465 -11.033 -14.106  -0.77
C: -10.214 -11.818 -13.033  -0.29
N: -9.348 -11.229 -12.169  -0.07
C: -9.038 -10.055 -12.726  0.27
C: -8.192 -9.100 -12.057  0.26
N: -7.715 -9.309 -10.821  -0.17
C: -7.102 -8.173 -10.439  -0.45
C: -7.201 -7.214 -11.434  -0.50
N: -7.872 -7.843 -12.480  -0.11
H: -9.593 -9.066 -14.542  0.25
H: -11.061 -11.280 -14.944  0.44
H: -10.661 -12.801 -12.842  0.42
H: -6.657 -8.067 -9.471  0.44
H: -6.863 -6.199 -11.461  0.45
H: -8.031 -7.501 -13.439  0.24
C: -8.676 -15.701 -11.225  -1.35
C: -9.046 -14.671 -10.200  0.58
O: -8.531 -13.532 -10.277  -0.58
N: -9.859 -14.985 -9.145  0.04
C: -10.159 -14.021 -8.102  -1.03
C: -9.020 -13.662 -7.176  0.88
C: -8.724 -14.414 -6.030  -0.82
C: -7.842 -13.921 -5.062  -0.33
C: -7.205 -12.713 -5.317  -0.72
C: -7.536 -12.015 -6.474  0.00
N: -8.408 -12.443 -7.384  0.06
H: -8.251 -15.238 -12.102  0.35
H: -9.544 -16.252 -11.529  0.45
H: -7.923 -16.382 -10.828  0.35
H: -10.224 -15.954 -9.125  0.29
H: -10.985 -14.451 -7.479  0.60
H: -10.509 -13.090 -8.606  0.10
H: -9.152 -15.407 -5.954  0.44
H: -7.635 -14.437 -4.125  0.43
H: -6.435 -12.317 -4.638  0.39
H: -7.095 -11.032 -6.667  0.40
I: -11.979 -4.189 -11.282  0.21
C: -11.646 -5.901 -10.243  -0.23
C: -12.077 -7.111 -10.782  -0.52
C: -11.727 -8.302 -10.152  -0.62
C: -10.855 -8.271 -9.054  0.40
C: -10.525 -7.076 -8.436  -0.41
C: -10.996 -5.905 -8.983  -0.34
C: -10.255 -9.622 -8.761  1.00
O: -9.194 -9.756 -8.061  -0.63
O: -10.815 -10.679 -9.297  -0.75
H: -12.675 -7.105 -11.697  0.41
H: -12.057 -9.259 -10.533  0.49
H: -9.834 -7.062 -7.580  0.41
H: -10.809 -4.993 -8.448  0.42

Results
F_max: 2.5 eV/A
ΔE to the lowest compared entry with this formula, charge and spin: 69.26 kJ/mol
Frontier orbital gap (alpha / beta): 7.32 / 6.01 eV
Spin multiplicity: 2
Total charge: +2
<S²>: 0.751
E: -76806.31308 eV
LUMO energy (alpha / beta): -5.734 / -7.040 eV


[2]
C21H20N2O5S2 | ωB97M-V with the def2-TZVPD basis set

Each line ends with the Mulliken charge.
Cartesian coordinates (Å):
C: -0.134 3.117 2.002  -0.92
C: -0.108 1.761 2.379  -0.02
S: -1.170 0.751 1.355  1.60
O: -2.014 1.679 0.609  -0.69
O: -0.321 -0.179 0.679  -0.60
C: -2.231 -0.192 2.437  -0.06
C: -2.084 -1.586 2.502  -0.17
C: -2.932 -2.337 3.316  -0.66
C: -3.946 -1.705 4.055  -0.39
C: -4.077 -0.315 3.992  -0.62
C: -3.220 0.448 3.191  -0.39
S: 1.474 1.176 3.018  1.37
O: 1.582 1.636 4.385  -0.72
O: 2.487 1.557 2.028  -0.71
C: 1.510 -0.603 3.005  0.00
C: 2.015 -1.277 1.889  -0.09
C: 2.068 -2.674 1.895  -0.64
C: 1.658 -3.378 3.029  -0.45
C: 1.202 -2.695 4.160  -0.59
C: 1.164 -1.291 4.164  -0.30
H: -1.089 3.522 1.737  0.38
H: 0.517 3.773 2.604  0.49
H: -1.299 -2.070 1.923  0.42
H: -2.789 -3.427 3.355  0.37
H: -4.618 -2.300 4.679  0.37
H: -4.864 0.190 4.572  0.34
H: -3.319 1.520 3.150  0.41
H: 2.378 -0.704 1.034  0.37
H: 2.435 -3.175 0.999  0.39
H: 1.697 -4.463 3.030  0.39
H: 0.880 -3.233 5.058  0.41
H: 0.872 -0.738 5.050  0.43
N: 0.691 2.997 0.166  -0.10
N: 0.508 3.917 -0.870  -0.55
C: 0.177 3.334 -2.085  0.40
O: 0.228 2.121 -2.333  -0.68
C: -0.201 4.292 -3.193  0.71
C: -0.350 3.829 -4.516  -0.31
C: -0.590 4.722 -5.566  -0.47
C: -0.712 6.099 -5.315  -0.35
C: -0.637 6.559 -3.993  -0.74
C: -0.383 5.669 -2.939  -0.33
H: 1.603 3.212 0.639  0.39
H: 0.948 2.092 -0.303  0.34
H: 0.009 4.698 -0.576  0.27
H: -0.283 2.760 -4.711  0.41
H: -0.670 4.336 -6.594  0.35
H: -0.881 6.796 -6.154  0.35
H: -0.765 7.624 -3.794  0.35
H: -0.345 6.035 -1.932  0.22

Results
F_max: 3.4 eV/A
Structure (SMILES): C=C(S(=O)(=O)c1ccccc1)S(=O)(=O)c1ccccc1.NNC(=O)c1ccccc1
ΔE to the lowest compared entry with this formula, charge and spin: 403.05 kJ/mol
Frontier orbital gap: 8.66 eV
Total charge: 0
E: -56985.87035 eV
LUMO energy: 0.222 eV


[3]
C21H20N2O8PdS2 | ωB97M-V with the def2-TZVPD basis set

Each line ends with the Mulliken charge.
Cartesian coordinates (Å):
Pd: 0.290 1.139 -0.938  0.82
O: 3.231 3.085 1.221  -0.77
S: 1.822 3.213 0.885  1.46
O: 1.241 4.501 1.165  -0.73
O: 1.589 2.759 -0.516  -0.69
C: 0.997 2.042 2.009  0.00
C: 1.861 1.401 2.892  -0.57
C: 1.399 0.540 3.874  -0.70
C: 0.041 0.300 3.994  -0.51
C: -0.835 0.927 3.125  -0.69
C: -0.380 1.796 2.139  0.30
S: -1.690 2.470 1.096  1.39
O: -2.030 3.788 1.574  -0.73
O: -2.753 1.491 1.178  -0.73
O: -1.047 2.539 -0.255  -0.67
H: 2.918 1.601 2.792  0.58
H: 2.107 0.049 4.533  0.37
H: -0.339 -0.393 4.736  0.37
H: -1.895 0.717 3.162  0.44
N: 3.397 0.224 0.013  -0.18
C: 4.047 -0.814 -0.756  -0.79
C: 3.577 -0.836 -2.200  -0.76
C: 2.057 -0.975 -2.386  0.65
O: 1.607 -2.074 -2.689  -0.69
O: 1.385 0.129 -2.299  -0.92
H: 3.248 1.077 -0.512  0.08
H: 3.910 0.479 0.847  0.18
H: 3.825 -1.788 -0.300  0.34
H: 5.145 -0.724 -0.777  0.39
H: 4.055 -1.687 -2.688  0.36
H: 3.891 0.083 -2.704  0.35
C: -3.908 -0.345 -4.161  -0.50
C: -3.231 0.825 -3.840  -0.69
C: -2.321 0.870 -2.798  -0.50
C: -2.045 -0.274 -2.027  0.04
C: -2.722 -1.460 -2.374  -0.34
C: -3.637 -1.485 -3.412  -0.55
N: -1.112 -0.227 -1.019  1.04
C: -1.077 -1.131 0.035  -0.03
C: -2.253 -1.627 0.629  0.15
C: -2.196 -2.483 1.715  -0.70
C: -0.974 -2.859 2.268  -0.55
C: 0.190 -2.351 1.709  -0.78
C: 0.149 -1.507 0.610  -0.38
H: -4.623 -0.371 -4.975  0.34
H: -3.419 1.732 -4.405  0.35
H: -1.826 1.794 -2.547  0.44
H: -2.496 -2.369 -1.832  0.45
H: -4.132 -2.421 -3.653  0.32
H: -3.207 -1.289 0.246  0.47
H: -3.122 -2.837 2.157  0.30
H: -0.935 -3.520 3.127  0.37
H: 1.155 -2.610 2.134  0.40
H: 1.070 -1.115 0.198  0.42

Results
F_max: 1.0 eV/A
ΔE to the lowest compared entry with this formula, charge and spin: 0.00 kJ/mol
Frontier orbital gap: 6.36 eV
Total charge: -2
E: -66614.76794 eV
LUMO energy: 4.912 eV


[4]
C21H20N2O8SSiSn | ωB97M-V with the def2-TZVPD basis set

Each line ends with the Mulliken charge.
Cartesian coordinates (Å):
Sn: 1.030 0.821 0.456  1.05
O: -5.291 -0.246 1.221  -0.52
C: -4.005 -0.025 0.916  1.00
C: -3.413 -0.486 -0.259  -0.57
C: -2.085 -0.199 -0.480  0.05
N: -1.341 0.478 0.395  -0.07
C: -1.917 0.936 1.509  0.40
C: -3.241 0.717 1.813  -0.79
C: -1.040 1.770 2.427  0.26
O: -1.511 2.260 3.424  -0.67
O: 0.201 1.892 2.027  -0.40
C: -1.467 -0.570 -1.804  0.04
O: -1.983 -1.373 -2.524  -0.58
O: -0.319 0.063 -2.056  -0.21
H: -5.723 -0.766 0.532  0.31
H: -3.962 -1.043 -1.008  0.49
H: -3.659 1.119 2.725  0.61
C: 1.689 1.386 -3.597  -0.72
Si: -0.010 1.533 -2.892  0.25
C: -1.365 1.642 -4.145  -1.14
C: -0.081 2.854 -1.571  -0.09
C: 1.071 3.564 -1.206  -0.25
C: 1.005 4.584 -0.253  -0.53
C: -0.197 4.889 0.359  -0.49
C: -1.352 4.195 0.007  -0.83
C: -1.295 3.204 -0.955  0.02
H: 1.816 2.098 -4.417  0.29
H: 1.838 0.382 -4.005  0.37
H: 2.485 1.585 -2.875  -0.01
H: -1.177 2.471 -4.831  0.40
H: -2.350 1.791 -3.697  0.34
H: -1.398 0.719 -4.726  0.37
H: 2.038 3.378 -1.665  0.72
H: 1.906 5.137 -0.026  0.52
H: -0.250 5.676 1.102  0.41
H: -2.296 4.442 0.478  0.46
H: -2.214 2.694 -1.239  0.36
N: 2.501 -0.040 2.702  -0.30
C: 3.422 0.668 1.878  0.34
C: 3.297 2.055 1.752  -0.50
C: 3.927 2.702 0.691  -0.38
C: 4.643 1.980 -0.254  -0.31
C: 4.826 0.617 -0.076  -0.51
C: 4.220 -0.039 0.985  -0.58
S: 5.174 2.793 -1.768  1.19
O: 3.890 3.025 -2.436  -0.64
O: 5.827 4.007 -1.329  -0.71
O: 6.007 1.814 -2.432  -0.73
H: 2.769 -1.000 2.867  0.23
H: 2.284 0.429 3.570  0.25
H: 2.681 2.607 2.453  0.28
H: 3.842 3.776 0.577  0.66
H: 5.415 0.079 -0.809  0.53
H: 4.318 -1.115 1.090  0.32

Results
F_max: 0.6 eV/A
ΔE to the lowest compared entry with this formula, charge and spin: 74.68 kJ/mol
Frontier orbital gap: 6.99 eV
Total charge: 0
E: -66009.50434 eV
LUMO energy: -1.372 eV


[5]
C21H20N4O4S2 | ωB97M-V with the def2-TZVPD basis set

Each line ends with the Mulliken charge.
Cartesian coordinates (Å):
C: 3.058 5.466 1.697  -1.31
C: 2.326 5.215 0.385  -0.39
C: 1.587 3.880 0.405  0.06
C: 0.852 3.637 -0.913  -1.92
N: 0.172 2.354 -0.916  0.17
C: 0.800 1.214 -1.306  0.43
S: 2.493 1.322 -1.748  -0.14
C: 2.880 -0.431 -2.046  -0.58
C: 2.373 -1.348 -0.978  0.63
C: 2.438 -1.060 0.357  -0.48
C: 1.844 -1.914 1.335  0.29
O: 1.779 -1.756 2.535  -0.69
N: 1.256 -3.073 0.747  0.19
C: 0.584 -4.049 1.444  -0.67
C: 0.142 -5.046 0.667  -0.24
S: 0.553 -4.802 -1.002  -0.13
C: 1.325 -3.302 -0.593  0.18
N: 1.858 -2.500 -1.459  -0.53
N: 0.266 0.046 -1.344  -0.28
C: -1.000 -0.108 -0.866  -0.17
C: -1.553 -1.389 -0.797  -0.40
C: -2.802 -1.573 -0.234  0.66
C: -3.300 -2.965 -0.100  0.30
O: -2.600 -3.945 -0.209  -0.54
O: -4.607 -3.023 0.172  -0.32
C: -5.153 -4.324 0.329  -0.69
C: -3.542 -0.477 0.231  -0.72
C: -3.014 0.791 0.145  -0.97
C: -1.739 0.989 -0.389  0.49
C: -1.148 2.323 -0.440  0.53
O: -1.704 3.347 -0.105  -0.69
H: 3.579 6.419 1.667  0.39
H: 3.788 4.681 1.883  0.33
H: 2.356 5.484 2.528  0.34
H: 1.610 6.020 0.207  0.31
H: 3.043 5.216 -0.439  0.31
H: 2.300 3.072 0.577  0.20
H: 0.860 3.874 1.219  0.31
H: 1.551 3.662 -1.753  0.48
H: 0.084 4.402 -1.053  0.50
H: 3.970 -0.457 -2.111  0.41
H: 2.448 -0.729 -3.000  0.39
H: 2.886 -0.147 0.716  0.46
H: 0.478 -3.931 2.507  0.44
H: -0.416 -5.912 0.956  0.50
H: -0.997 -2.229 -1.180  0.75
H: -6.221 -4.190 0.476  0.23
H: -4.706 -4.821 1.194  0.31
H: -4.959 -4.927 -0.560  0.29
H: -4.516 -0.641 0.662  0.48
H: -3.559 1.654 0.498  0.48

Results
F_max: 1.0 eV/A
Structure (SMILES): CCCCn1c(SCc2cc(=O)n3ccsc3n2)nc2cc(C(=O)OC)ccc2c1=O
ΔE to the lowest compared entry with this formula, charge and spin: 0.00 kJ/mol
Frontier orbital gap: 8.09 eV
Total charge: 0
E: -57924.41150 eV
LUMO energy: -0.129 eV


[6]
C21H20N5O3Tl | ωB97M-V with the def2-TZVPD basis set

Each line ends with the Mulliken charge.
Cartesian coordinates (Å):
Tl: 2.120 -0.286 -2.160  1.35
C: 5.577 -0.336 -2.540  -0.36
C: 4.836 0.792 -2.386  -0.88
C: 3.846 0.833 -3.457  -0.33
C: 4.121 -0.319 -4.290  -0.89
C: 5.138 -1.020 -3.718  -0.35
H: 6.375 -0.675 -1.903  0.51
H: 4.936 1.550 -1.630  0.48
H: 3.409 1.747 -3.832  0.63
H: 3.614 -0.537 -5.211  0.51
H: 5.564 -1.933 -4.088  0.45
N: 3.335 -0.944 0.023  -0.44
C: 3.364 -2.410 0.026  -0.54
C: 2.169 -3.056 -0.716  0.51
O: 1.627 -4.035 -0.226  -0.70
N: 1.900 -2.524 -1.914  -0.25
C: 0.788 -3.014 -2.664  -0.63
C: -0.212 -1.918 -3.225  0.62
O: -1.345 -2.279 -3.449  -0.69
O: 0.265 -0.762 -3.436  -0.68
H: 4.271 -0.554 0.008  0.23
H: 2.847 -0.598 0.843  0.23
H: 3.362 -2.827 1.041  0.33
H: 4.266 -2.752 -0.489  0.25
H: 0.185 -3.704 -2.069  0.31
H: 1.154 -3.523 -3.565  0.33
N: -3.720 0.481 2.688  0.02
C: -4.620 1.206 3.417  0.66
C: -5.686 0.849 4.227  -0.98
C: -6.409 1.876 4.794  -0.44
C: -6.081 3.219 4.573  -0.45
C: -5.018 3.586 3.780  -0.81
C: -4.278 2.564 3.189  0.59
N: -3.211 2.624 2.349  -0.63
C: -2.900 1.384 2.058  -0.09
C: -1.815 1.042 1.168  1.25
C: -1.106 2.081 0.552  -0.59
C: -0.055 1.774 -0.285  -0.71
N: 0.331 0.523 -0.528  -0.20
C: -0.351 -0.470 0.030  -0.12
C: -1.422 -0.266 0.879  -1.01
H: -3.691 -0.520 2.610  0.18
H: -5.948 -0.182 4.400  0.39
H: -7.255 1.647 5.425  0.38
H: -6.685 3.986 5.032  0.38
H: -4.759 4.617 3.601  0.44
H: -1.400 3.099 0.750  0.52
H: 0.509 2.551 -0.778  0.48
H: -0.021 -1.471 -0.205  0.41
H: -1.925 -1.121 1.303  0.32

Results
F_max: 2.0 eV/A
ΔE to the lowest compared entry with this formula, charge and spin: 42.40 kJ/mol
Frontier orbital gap: 6.90 eV
Total charge: 0
E: -40387.24885 eV
LUMO energy: -1.270 eV


[7]
C21H20N5S12V | ωB97M-V with the def2-TZVPD basis set

Each line ends with the Mulliken charge.
Cartesian coordinates (Å):
V: -0.713 -0.061 -0.793  0.18
S: -2.928 -0.973 -0.302  -0.52
C: -2.893 -0.898 -2.037  0.57
C: -3.908 -1.330 -2.915  -0.74
C: -3.760 -1.152 -4.266  -0.19
C: -2.613 -0.527 -4.774  -0.74
C: -1.649 -0.145 -3.882  -0.22
N: -1.759 -0.351 -2.553  0.23
H: -4.792 -1.788 -2.490  0.40
H: -4.536 -1.494 -4.943  0.37
H: -2.476 -0.355 -5.834  0.43
H: -0.741 0.342 -4.221  0.27
N: 1.246 0.343 -1.856  0.07
N: 1.939 1.539 -1.594  -0.35
C: 2.095 2.454 -2.565  0.44
N: 2.357 3.698 -2.088  -0.42
S: 1.999 2.114 -4.207  -0.45
H: 1.842 -0.468 -1.728  0.20
H: 1.029 0.394 -2.853  -0.01
H: 1.771 1.860 -0.655  0.26
H: 2.061 3.927 -1.152  0.19
H: 2.290 4.433 -2.769  0.23
C: 1.653 3.322 1.919  -0.26
S: 0.644 4.642 1.208  -0.19
C: -0.927 3.910 1.452  0.11
C: -1.564 2.999 0.665  -0.02
S: -1.127 2.402 -0.925  -0.20
S: -3.013 2.355 1.416  -0.02
C: -3.004 3.227 2.894  0.11
S: -4.137 3.055 4.093  -0.24
S: -1.670 4.289 2.987  -0.19
H: 2.708 3.559 1.757  0.37
H: 1.386 2.383 1.434  -0.40
H: 1.490 3.228 2.993  0.35
C: 3.739 -4.053 -0.402  -0.66
S: 2.387 -5.249 -0.410  -0.11
C: 1.434 -4.642 -1.745  -0.18
C: 0.672 -3.518 -1.758  -0.01
S: 0.429 -2.380 -0.457  -0.18
S: -0.120 -3.241 -3.284  0.17
C: 0.454 -4.598 -4.170  -0.07
S: 0.039 -4.915 -5.743  -0.31
S: 1.491 -5.564 -3.221  -0.15
H: 4.440 -4.367 0.374  0.31
H: 3.349 -3.063 -0.165  0.14
H: 4.251 -4.043 -1.364  0.26
N: -0.160 0.130 1.060  0.12
C: -0.068 0.032 2.199  -0.07
C: -0.052 -0.043 3.649  0.17
C: 0.422 -1.194 4.267  -0.59
C: 0.427 -1.263 5.653  -0.53
C: -0.044 -0.192 6.402  -0.36
C: -0.528 0.949 5.774  -0.71
C: -0.535 1.029 4.389  0.22
H: 0.773 -2.019 3.661  0.57
H: 0.788 -2.157 6.146  0.39
H: -0.041 -0.249 7.483  0.38
H: -0.915 1.775 6.358  0.42
H: -0.933 1.904 3.882  0.13

Results
F_max: 1.3 eV/A
ΔE to the lowest compared entry with this formula, charge and spin: 58.60 kJ/mol
Frontier orbital gap (alpha / beta): 6.43 / 6.60 eV
Spin multiplicity: 4
Total charge: -1
<S²>: 3.770
E: -185267.85370 eV
LUMO energy (alpha / beta): 1.920 / 1.791 eV


[8]
C21H20NO | ωB97M-V with the def2-TZVPD basis set

Each line ends with the Mulliken charge.
Cartesian coordinates (Å):
C: 3.968 -3.304 3.035  -0.33
C: 2.895 -3.454 3.919  -0.73
C: 1.851 -2.527 3.923  -0.28
C: 1.915 -1.360 3.126  -0.04
C: 0.836 -0.366 3.084  0.49
C: -0.515 -0.777 3.050  -0.54
C: -1.618 0.049 3.036  0.07
C: -2.989 -0.396 3.074  0.43
C: -4.063 0.532 3.194  -0.32
C: -5.385 0.094 3.200  -0.67
C: -5.677 -1.276 3.118  -0.35
C: -4.627 -2.208 3.077  -0.73
C: -3.307 -1.771 3.074  -0.36
C: 1.178 1.045 3.132  0.36
C: 0.505 2.005 2.346  -0.04
C: 0.902 3.340 2.348  -0.90
C: 1.865 3.775 3.262  -0.35
C: 2.474 2.862 4.134  -0.74
C: 2.171 1.505 4.036  -0.11
C: 3.062 -1.183 2.309  -0.14
C: 4.034 -2.178 2.207  -0.71
H: 4.749 -4.064 2.980  0.39
H: 2.868 -4.312 4.594  0.39
H: 0.989 -2.678 4.578  0.45
H: -0.652 -1.864 3.076  0.49
H: -1.490 1.126 3.163  0.65
H: -3.842 1.584 3.343  0.38
H: -6.204 0.811 3.283  0.38
H: -6.716 -1.620 3.088  0.39
H: -4.849 -3.276 3.068  0.39
H: -2.504 -2.505 3.142  0.30
H: -0.335 1.691 1.720  0.12
H: 0.440 4.036 1.642  0.46
H: 2.133 4.831 3.307  0.40
H: 3.184 3.205 4.888  0.41
H: 2.661 0.785 4.696  0.48
H: 3.141 -0.280 1.702  0.44
H: 4.838 -2.072 1.476  0.40
N: -1.599 1.335 -0.831  -0.49
O: -2.316 2.254 0.044  -0.40
H: -0.704 1.234 -0.358  0.33
H: -2.110 0.467 -0.693  0.27
H: -2.661 2.919 -0.582  0.33

Results
F_max: 1.3 eV/A
ΔE to the lowest compared entry with this formula, charge and spin: 95.07 kJ/mol
Frontier orbital gap: 6.50 eV
Total charge: +1
E: -25630.30012 eV
LUMO energy: -5.514 eV